Here is a 14-piece molecular cluster, C41H95Br2N13O13 overall from OMol25. Energies are from ωB97M-V/def2-TZVPD.

Atoms and positions in Å:
Br1 6.2396 1.7119 0.1913
C1 5.8969 1.9044 2.1450
C2 7.2179 1.8685 2.8915
Br2 8.1807 0.2350 2.3705
H1 5.2110 1.1054 2.4268
H2 5.4732 2.8894 2.3407
H3 7.2589 1.9417 3.9783
H4 7.7930 2.7100 2.5052
C3 6.7504 2.4312 -7.0677
O1 7.8592 2.7801 -6.6604
N1 5.6039 2.7299 -6.4664
C4 4.3077 2.0517 -6.7501
C5 5.5790 3.6669 -5.3176
H5 6.6073 1.7284 -7.9031
H6 4.5135 1.2152 -7.4180
H7 3.7104 2.7802 -7.2983
H8 3.8550 1.7114 -5.8188
H9 6.1204 4.5654 -5.6136
H10 4.5476 3.9832 -5.1620
H11 5.9418 3.4136 -4.3214
C6 -2.1647 -2.4775 -6.6636
O2 -1.9544 -3.4781 -7.2927
N2 -1.2065 -1.5120 -6.4629
C7 -1.3238 -0.3485 -5.6119
C8 0.1220 -1.6530 -6.9795
H12 -3.0581 -2.0701 -6.1655
H13 -0.6769 -0.3882 -4.7355
H14 -2.3138 -0.3427 -5.1559
H15 -1.0343 0.5237 -6.1979
H16 0.2011 -2.5298 -7.6222
H17 0.7225 -0.8530 -7.4124
H18 0.7554 -1.8870 -6.1239
C9 2.7127 3.9306 3.5978
O3 3.6005 4.7705 3.9106
N3 2.1961 2.9452 4.3364
C10 1.2257 2.0155 3.8749
C11 2.4788 2.7446 5.7540
H19 2.3892 3.8587 2.5478
H20 0.3652 2.1289 4.5343
H21 1.4808 0.9561 3.9035
H22 0.9343 2.2371 2.8483
H23 2.3080 1.7275 6.1067
H24 3.5399 2.9082 5.9424
H25 1.9479 3.4688 6.3719
C12 1.0258 -6.8099 1.2149
O4 0.3995 -6.9632 0.1519
N4 2.1151 -5.9802 1.3892
C13 2.7615 -5.8699 2.6718
C14 2.7584 -5.2056 0.2349
H26 0.8301 -7.3100 2.1761
H27 3.7994 -6.1863 2.7753
H28 2.2743 -6.5939 3.3248
H29 2.6971 -4.8275 2.9838
H30 2.6762 -5.5824 -0.7846
H31 2.7732 -4.1195 0.3266
H32 3.8068 -5.4057 0.4561
C15 1.1742 -0.6854 0.6162
O5 2.3229 -0.9594 1.0708
N5 1.0343 0.3911 -0.2003
C16 -0.3537 0.7762 -0.4945
C17 2.0698 1.4091 -0.5721
H33 0.1844 -1.0989 0.8643
H34 -0.3687 0.7543 -1.5842
H35 -0.7152 1.7463 -0.1536
H36 -0.9911 0.0113 -0.0508
H37 3.0921 1.1171 -0.3320
H38 2.0636 1.7461 -1.6087
H39 1.8382 2.2860 0.0325
C18 2.5179 0.1932 -3.5597
O6 2.3664 1.1363 -4.3419
N6 3.6705 -0.1121 -2.9211
C19 3.8985 -1.4655 -2.4915
C20 4.7557 0.8050 -2.7929
H40 1.7475 -0.5631 -3.3434
H41 4.8980 -1.7520 -2.8186
H42 3.3421 -2.2785 -2.9579
H43 3.7862 -1.6419 -1.4217
H44 5.1000 1.3411 -3.6773
H45 4.6074 1.5505 -2.0116
H46 5.5817 0.2000 -2.4191
C21 -5.6337 1.4473 -0.8004
O7 -4.4639 1.2372 -1.1078
N7 -6.5226 0.4732 -0.5249
C22 -7.8692 0.7983 -0.1500
C23 -6.1083 -0.9008 -0.5536
H47 -6.0233 2.4742 -0.7233
H48 -8.2882 1.7802 -0.3701
H49 -8.0250 0.6123 0.9127
H50 -8.6046 0.1924 -0.6793
H51 -6.8116 -1.3315 -1.2663
H52 -5.0903 -1.1014 -0.8877
H53 -6.1533 -1.3256 0.4492
C24 -2.6213 5.8504 4.5698
O8 -2.9137 5.0812 5.4978
N8 -1.6060 5.5516 3.7333
C25 -1.0932 4.2369 3.7433
C26 -0.9600 6.5966 2.8495
H54 -3.1459 6.7813 4.3045
H55 -0.9130 4.1824 2.6697
H56 -1.7893 3.4445 4.0182
H57 -0.1727 4.1452 4.3199
H58 0.1106 6.6287 3.0513
H59 -1.1996 6.5744 1.7864
H60 -1.3317 7.5602 3.1979
C27 -6.0032 -4.6818 1.2644
O9 -7.1683 -4.6147 1.5684
N9 -5.0830 -5.5482 1.7790
C28 -5.5193 -6.4803 2.7907
C29 -3.6383 -5.3401 1.6352
H61 -5.4106 -4.1633 0.4949
H62 -5.4389 -7.4268 2.2562
H63 -6.5845 -6.5762 3.0009
H64 -5.0028 -6.4285 3.7492
H65 -3.3567 -4.6229 0.8642
H66 -3.3164 -4.9832 2.6135
H67 -3.1360 -6.2763 1.3912
C30 0.1756 -3.6360 -3.3395
O10 0.8885 -2.8119 -2.7046
N10 -1.1114 -3.6203 -3.1704
C31 -1.8753 -4.6935 -3.8852
C32 -1.8725 -2.8801 -2.1650
H68 0.5876 -4.4481 -3.9582
H69 -2.8541 -4.2213 -3.9698
H70 -2.1273 -5.5192 -3.2198
H71 -1.5194 -5.1020 -4.8310
H72 -2.7618 -2.4092 -2.5840
H73 -2.0810 -3.3746 -1.2162
H74 -1.4372 -1.8962 -1.9900
C33 0.3673 -1.2311 6.1543
O11 0.6809 -0.5319 7.0929
N11 -0.8050 -1.2460 5.5626
C34 -1.0617 -2.2445 4.5957
C35 -1.8250 -0.3107 5.9996
H75 1.0811 -1.9273 5.6874
H76 -2.0883 -2.6106 4.5940
H77 -0.3989 -3.1022 4.7099
H78 -0.7828 -1.7942 3.6430
H79 -2.3103 0.2242 5.1833
H80 -2.6404 -0.7060 6.6054
H81 -1.3942 0.5772 6.4625
C36 1.6688 5.5821 -0.4569
O12 1.4399 5.6647 0.7517
N12 0.7338 5.0178 -1.2576
C37 0.9982 4.9676 -2.7204
C38 -0.5180 4.5403 -0.7530
H82 2.5788 5.9725 -0.9381
H83 2.0210 5.1043 -3.0716
H84 0.4045 5.7113 -3.2519
H85 0.7533 4.0401 -3.2378
H86 -0.7247 4.3847 0.3058
H87 -1.2447 5.1720 -1.2637
H88 -0.5506 3.5021 -1.0836
C39 -2.4296 0.8946 2.5106
O13 -1.2620 1.0648 2.2028
N13 -3.2320 -0.1624 2.2754
C40 -2.8818 -1.2505 1.4714
C41 -4.6161 -0.0290 2.7589
H89 -2.9602 1.7731 2.9091
H90 -3.3125 -2.1988 1.7930
H91 -1.8396 -1.3611 1.1721
H92 -3.3339 -0.8662 0.5570
H93 -5.1179 -0.9828 2.9219
H94 -4.8657 0.5128 3.6712
H95 -5.1100 0.4631 1.9210

Its total charge is 0. As for the spin multiplicity: 1. The HOMO energy comes out at -0.33128 hartree. Its gap between HOMO and LUMO is 8.92 eV. The value obtained for the lowest unoccupied orbital energy is -0.09 eV.